Formula: C37H40O2P2W
Source: the OMol25 dataset
Level of theory: ωB97M-V/def2-TZVPD

energy above the lowest of the compared OMol25 structures with the same formula, charge and spin	35.01	kcal per mole
2S+1	3
expectation value of S²	2.025
strongest force on any atom	4.218	eV Å⁻¹
E_LUMO (spin up / spin down)	-0.306 / -0.315	Eh
highest occupied orbital energy (spin up / spin down)	-13.417 / -13.424	eV
charge	+2

Each line ends with the Mulliken spin population.
Atoms and positions in Å:
W: 1.21019 0.71094 0.14496  1.54
C: 4.01155 1.98389 -1.22396  0.05
C: 2.97909 0.82653 -1.21319  0.05
C: 3.68334 -0.57316 -1.13325  0.04
C: 3.49912 -1.16221 0.29728  0.05
C: 2.76794 -0.21501 1.24327  0.06
C: 3.27300 1.17884 1.39541  0.11
C: 4.76792 1.46018 1.21449  0.03
C: 5.15293 1.89993 -0.19166  0.00
C: 0.80397 2.52061 1.08165  0.01
H: 4.46279 2.08034 -2.21900  0.00
H: 2.27183 0.78899 -2.07673  -0.08
H: 4.76707 -0.45534 -1.41933  0.00
H: 3.27933 -1.28225 -1.91312  0.00
H: 2.98472 -2.14000 0.20834  0.00
H: 4.46882 -1.37492 0.79241  0.01
H: 2.58201 -0.67317 2.22053  0.07
H: 3.07292 1.63258 2.37100  0.00
H: 5.43967 0.62601 1.53079  0.01
H: 5.09177 2.27104 1.90944  0.00
H: 5.63268 2.88148 -0.13701  0.00
H: 6.00067 1.28908 -0.55380  0.00
H: 0.45283 3.14791 0.24797  0.02
H: 1.50967 3.12818 1.68874  0.01
H: -0.01795 2.19551 1.73448  0.00
P: -1.81885 -0.35618 -1.72124  0.03
P: -0.99737 -0.01341 1.54517  -0.06
C: -1.24780 -1.69728 -0.67046  -0.08
C: -0.73980 -1.54148 0.60703  0.08
C: -3.59464 -1.08150 -1.86253  0.00
C: -3.80871 -2.46146 -2.08259  0.00
C: -4.94889 -2.85353 -2.80454  0.00
C: -5.91387 -1.91295 -3.20247  0.00
C: -5.83237 -0.61967 -2.65676  0.00
C: -4.68598 -0.18478 -1.96961  0.00
C: -1.25806 -0.85619 -3.45395  0.00
C: -0.18959 -1.74082 -3.71744  0.00
C: 0.27416 -1.88035 -5.03586  0.00
C: -0.59022 -1.60962 -6.09739  0.00
C: -1.69059 -0.75710 -5.84562  0.00
C: -1.85405 -0.20780 -4.56349  0.00
C: -2.74731 -0.55740 2.42345  0.00
C: -3.87271 -0.89924 1.63777  0.00
C: -4.99561 -1.53123 2.19752  0.00
C: -5.01195 -1.86389 3.56401  0.00
C: -3.93690 -1.47461 4.37419  0.00
C: -2.83896 -0.79521 3.80547  0.00
C: 0.00821 -0.22410 3.08925  -0.01
C: 0.07990 0.88182 3.96940  0.04
C: 0.97931 0.87503 5.02810  0.00
C: 1.83669 -0.21381 5.19959  0.02
C: 1.82153 -1.28217 4.31134  -0.01
C: 0.92369 -1.26657 3.23125  0.02
H: -1.38146 -2.72905 -1.02673  0.00
H: -0.05386 -2.31960 0.97290  0.01
H: -3.07620 -3.22486 -1.76571  0.00
H: -5.06404 -3.90354 -3.07276  0.00
H: -6.71355 -2.18969 -3.90469  0.00
H: -6.65616 0.08035 -2.78884  0.00
H: -4.60474 0.84054 -1.55899  0.00
H: 0.23836 -2.32269 -2.90858  0.00
H: 1.28665 -2.23194 -5.24313  0.00
H: -0.41881 -2.07281 -7.07089  0.00
H: -2.39941 -0.52218 -6.65411  0.00
H: -2.49393 0.66330 -4.40962  0.00
H: -3.85990 -0.73419 0.55043  0.00
H: -5.84107 -1.80850 1.55482  0.00
H: -5.84326 -2.42848 3.99014  0.00
H: -3.91277 -1.73167 5.44125  0.00
H: -2.01696 -0.51850 4.47047  0.00
H: -0.56857 1.74251 3.79586  0.00
H: 1.00168 1.72353 5.71978  0.00
H: 2.54664 -0.21587 6.02329  0.00
H: 2.51386 -2.12318 4.41381  0.00
H: 1.06899 -2.00353 2.43483  0.01
C: 2.64693 5.41485 -0.30207  0.00
O: 3.55288 4.24332 -0.31228  0.00
C: 3.12356 3.26436 -1.12105  -0.02
O: 2.01520 3.34380 -1.62095  0.00
H: 1.58091 5.14717 -0.27649  0.00
H: 2.86938 5.99017 -1.20937  0.00
H: 2.96255 6.00589 0.57942  0.00

***

Formula: C3H7ClMg2NO
Source: the OMol25 dataset
Level of theory: ωB97M-V/def2-TZVPD

2S+1	2
expectation value of S²	0.811
strongest force on any atom	2.768	eV Å⁻¹
E_LUMO (spin up / spin down)	-0.418 / -0.423	Eh
highest occupied orbital energy (spin up / spin down)	-15.218 / -14.666	eV
charge	+2

Each line ends with the Mulliken spin population.
Atoms and positions in Å:
Mg: 4.80629 2.22961 -0.60318  0.83
Mg: 3.38800 -1.31585 1.14026  0.07
Cl: 3.28716 0.98444 0.77202  -0.03
C: -1.53964 0.90896 0.89329  -0.02
O: -2.24614 0.68040 1.82941  0.04
N: -1.05818 -0.00373 0.00230  0.08
C: -0.00125 0.24877 -0.98021  0.00
C: -1.53380 -1.38251 0.00394  0.00
H: -1.17275 1.93887 0.76340  0.00
H: 1.01903 -0.07426 -0.77338  0.00
H: 0.20077 1.31787 -1.04599  0.00
H: -0.23376 -0.04240 -2.00454  0.00
H: -2.16324 -1.62272 0.86078  0.00
H: -2.01486 -1.74180 -0.90578  0.01
H: -0.73762 -2.12565 0.04768  0.00

***

Formula: C5H16F15Na2O23S5
Source: the OMol25 dataset
Level of theory: ωB97M-V/def2-TZVPD

energy above the lowest of the compared OMol25 structures with the same formula, charge and spin	126.18	kcal per mole
2S+1	1
strongest force on any atom	4.046	eV Å⁻¹
E_LUMO	0.023	Eh
highest occupied orbital energy	-2.905	eV
charge	-3

Each line ends with the natural charge from an NBO analysis.
Atoms and positions in Å:
Na: 2.32518 5.46986 1.34144  1.00
Na: 4.84091 1.04204 -0.96376  0.99
C: -0.75528 0.21283 1.54750  0.73
F: -1.72795 1.12715 1.92162  -0.34
F: 0.26559 0.07235 2.36199  -0.30
F: -1.40740 -1.00213 1.52257  -0.34
S: -0.34415 0.56074 -0.33295  2.28
O: -1.57961 0.86777 -1.01568  -0.96
O: 0.57418 1.75309 -0.23967  -1.09
O: 0.38120 -0.60659 -0.83706  -0.98
C: -4.31642 -4.59676 -3.43230  0.71
F: -4.62886 -4.21768 -2.18592  -0.33
F: -5.13233 -4.07869 -4.27753  -0.32
F: -3.04615 -4.08176 -3.65410  -0.35
S: -4.31201 -6.50411 -3.69059  2.27
O: -5.76931 -6.81348 -3.96709  -1.01
O: -3.35150 -6.77038 -4.78690  -0.98
O: -3.87444 -6.98184 -2.39193  -0.99
C: 7.62024 3.16637 4.01231  0.72
F: 7.69234 3.23317 2.65561  -0.35
F: 8.61617 2.43351 4.52465  -0.32
F: 7.79752 4.43120 4.43274  -0.34
S: 5.86331 2.38821 4.34749  2.25
O: 5.35642 3.02171 5.60556  -0.97
O: 5.11933 2.73060 3.11903  -1.03
O: 6.13034 0.92434 4.47292  -0.96
C: 2.54430 0.00080 -7.14731  0.71
F: 1.63080 -0.51047 -6.30724  -0.32
F: 2.74533 -0.89179 -8.13313  -0.34
F: 2.01831 1.00269 -7.77892  -0.33
S: 4.18420 0.66129 -6.39509  2.32
O: 3.80961 1.50339 -5.27691  -1.03
O: 4.87542 -0.53228 -5.96711  -1.01
O: 4.88371 1.39325 -7.44730  -0.99
C: -1.62963 -2.25641 8.48705  0.72
F: -0.87521 -2.50583 9.54364  -0.33
F: -2.03524 -0.97243 8.62675  -0.33
F: -0.93492 -2.62797 7.38270  -0.32
S: -3.21203 -3.30261 8.72276  2.26
O: -3.81996 -2.82966 9.98591  -1.00
O: -4.01564 -3.13957 7.51256  -0.98
O: -2.64891 -4.69542 8.85915  -1.01
O: -3.51239 3.28833 -5.46368  -0.94
H: -3.24636 3.61397 -6.32357  0.46
H: -2.73490 2.84544 -5.12372  0.48
O: -1.71690 6.21034 -3.05965  -0.95
H: -0.92873 6.06289 -3.58241  0.46
H: -2.31194 5.50683 -3.31893  0.48
O: 3.30658 -3.25533 5.28433  -0.95
H: 3.37159 -2.30148 5.23773  0.47
H: 2.44268 -3.45490 4.92365  0.47
O: 4.88323 4.96411 -1.70829  -0.97
H: 4.44247 4.79065 -2.54008  0.49
H: 5.78004 5.19059 -1.95457  0.48
O: -4.40085 4.07249 -0.35033  -0.95
H: -3.86473 3.43550 -0.82260  0.48
H: -4.00092 4.12621 0.51765  0.46
O: -6.04268 -0.90820 2.18091  -0.94
H: -5.31615 -1.48602 2.41433  0.48
H: -6.59499 -1.43752 1.60558  0.47
O: -6.43331 0.79336 -2.79427  -0.94
H: -5.47661 0.76718 -2.77805  0.48
H: -6.66902 0.42628 -3.64629  0.46
O: 3.00464 -4.14970 -1.25482  -0.93
H: 2.50738 -3.38722 -1.55078  0.48
H: 3.65441 -3.79231 -0.64959  0.45

***

Formula: C8H14
Source: the OMol25 dataset
Level of theory: ωB97M-V/def2-TZVPD

energy above the lowest of the compared OMol25 structures with the same formula, charge and spin	32.91	kcal per mole
2S+1	1
strongest force on any atom	1.812	eV Å⁻¹
E_LUMO	0.039	Eh
highest occupied orbital energy	-8.438	eV

Each line ends with the natural charge from an NBO analysis.
Atoms and positions in Å:
C: 0.20113 2.37594 1.23830  -0.41
C: 0.34796 1.98090 -0.01888  -0.18
C: 0.11287 0.63715 -0.56180  -0.03
C: 0.46767 0.38635 -1.82592  -0.15
C: 0.42011 -0.88484 -2.58933  -0.66
C: -0.75144 -0.33517 0.22621  -0.44
C: 0.09884 -1.08078 1.25532  -0.39
C: -0.69591 -2.17715 1.99607  -0.61
H: -0.49272 1.80469 1.85134  0.19
H: 0.42892 3.37181 1.59244  0.20
H: 0.87822 2.61407 -0.73301  0.19
H: 0.80793 1.25847 -2.39264  0.19
H: 1.19586 -1.05602 -3.33036  0.23
H: -0.55144 -1.00248 -3.08305  0.22
H: 0.60710 -1.74900 -1.93228  0.21
H: -1.63981 0.17033 0.61309  0.22
H: -1.13486 -1.03348 -0.52530  0.21
H: 0.91010 -1.59323 0.74756  0.20
H: 0.44696 -0.38140 2.01919  0.21
H: -1.35053 -2.65609 1.25867  0.20
H: -0.01710 -2.98158 2.30472  0.21
H: -1.27718 -1.89304 2.86259  0.21

***

> Which of these has the highest strongest force on any atom?

C37H40O2P2W